1.
ORCA calculation (ωB97M-V with the def2-TZVPD basis set) on CH4N2 as an isolated structure.

2S+1	1
energy relative to the best compared isomer or geometry (same formula, charge and spin)	5.733	eV
E	-4077.14876	eV
orbital gap	8.47	eV
E_LUMO	-0.669	eV
net charge	0

Atoms and positions in Å:
N  1.05  -0.75  -0.41
C  0.23  0.28  0.16
N  -1.21  0.07  0.73
H  -0.82  0.61  -0.34
H  1.54  -0.53  -1.24
H  0.62  1.21  0.62
H  -1.41  -0.90  0.48

---

2.
ORCA calculation (ωB97M-V with the def2-TZVPD basis set) on a single CH4N2O molecule.

structure (SMILES)	NNC=O
2S+1	1
energy relative to the best compared isomer or geometry (same formula, charge and spin)	2.326	eV
E	-6128.18136	eV
orbital gap	9.70	eV
E_LUMO	0.968	eV
net charge	0

Atoms and positions in Å:
C  -1.05  0.34  -0.06
H  1.93  -0.73  0.45
H  0.22  -1.34  -0.08
H  0.71  1.41  -0.14
H  -1.64  1.25  -0.23
N  1.03  -0.63  -0.15
N  0.27  0.53  0.15
O  -1.46  -0.82  0.06

---

3.
ORCA calculation (ωB97M-V with the def2-TZVPD basis set) on a single CH4N2O molecule.

structure (SMILES)	NC(N)=O
2S+1	1
energy relative to the best compared isomer or geometry (same formula, charge and spin)	0.000	eV
E	-6130.50765	eV
orbital gap	10.85	eV
E_LUMO	0.829	eV
net charge	0

Atoms and positions in Å:
N  -0.52  -0.83  -0.71
C  0.08  -0.33  0.44
O  -0.33  -0.62  1.55
N  1.16  0.51  0.28
H  0.02  -0.94  -1.56
H  -1.12  -1.61  -0.49
H  1.28  1.09  -0.54
H  1.37  0.96  1.16

---

4.
ORCA calculation (ωB97M-V with the def2-TZVPD basis set) on a single CH4N2O molecule.

structure (SMILES)	NC(N)=O
2S+1	1
energy relative to the best compared isomer or geometry (same formula, charge and spin)	0.140	eV
E	-6130.36788	eV
orbital gap	10.79	eV
E_LUMO	0.789	eV
net charge	0

Atoms and positions in Å:
N  1.01  -0.56  -0.28
C  -0.24  0.03  -0.45
N  -0.91  0.37  0.68
O  -0.60  0.30  -1.58
H  1.50  -0.51  -1.15
H  1.50  -0.60  0.59
H  -0.54  0.01  1.53
H  -1.72  0.96  0.66

---

5.
ORCA calculation (ωB97M-V with the def2-TZVPD basis set) on a single CH4N2O molecule.

structure (SMILES)	NC(N)=O
2S+1	1
energy relative to the best compared isomer or geometry (same formula, charge and spin)	0.116	eV
E	-6130.39160	eV
orbital gap	10.80	eV
E_LUMO	0.714	eV
net charge	0

Atoms and positions in Å:
N  1.02  -0.12  -0.70
C  -0.13  -0.52  -0.01
N  -1.02  0.49  0.26
O  -0.39  -1.68  0.23
H  1.80  -0.68  -0.37
H  1.26  0.85  -0.52
H  -0.66  1.42  0.40
H  -1.89  0.24  0.71

---

6.
ORCA calculation (ωB97M-V with the def2-TZVPD basis set) on a single CH4N2O molecule.

2S+1	3
energy relative to the best compared isomer or geometry (same formula, charge and spin)	4.327	eV
E	-6120.97974	eV
orbital gap (spin up / spin down)	6.10 / 6.64	eV
E_LUMO (spin up / spin down)	1.099 / -3.414	eV
net charge	0

Atoms and positions in Å:
C  0.88  -0.13  -0.22
N  1.94  0.25  0.24
N  -1.49  -0.07  0.19
O  -0.42  0.83  -0.05
H  0.52  -0.97  -0.79
H  2.67  -0.37  -0.13
H  -2.19  0.41  -0.34
H  -1.89  0.07  1.09

---

7.
ORCA calculation (ωB97M-V with the def2-TZVPD basis set) on a single CH4N2O2 molecule.

structure (SMILES)	CONN=O
2S+1	1
energy relative to the best compared isomer or geometry (same formula, charge and spin)	4.508	eV
E	-8172.17771	eV
orbital gap	10.27	eV
E_LUMO	0.891	eV
net charge	0

Atoms and positions in Å:
C  -0.69  0.23  -0.03
N  2.08  0.18  0.45
N  1.44  -0.60  -0.35
O  3.31  0.14  0.45
O  0.09  -0.82  -0.49
H  -0.56  1.16  -0.72
H  -0.50  0.33  0.99
H  -1.73  -0.02  -0.11
H  1.91  -1.38  -0.77

---

8.
ORCA calculation (ωB97M-V with the def2-TZVPD basis set) on a 2-piece molecular cluster, CH4N2O2 overall.

structure (SMILES)	N=C=O.NO
2S+1	1
energy relative to the best compared isomer or geometry (same formula, charge and spin)	1.606	eV
E	-8175.07983	eV
orbital gap	10.77	eV
E_LUMO	0.778	eV
net charge	0

Atoms and positions in Å:
C  1.86  0.04  0.09
N  2.00  -1.11  -0.18
N  -1.12  -0.04  0.11
O  1.75  1.19  0.17
O  -1.35  1.31  -0.27
H  -1.70  -0.25  0.92
H  2.21  -1.93  0.34
H  -1.38  -0.65  -0.66
H  -2.27  1.44  -0.53

---

9.
ORCA calculation (ωB97M-V with the def2-TZVPD basis set) on CH4N2O2 as an isolated structure.

2S+1	1
energy relative to the best compared isomer or geometry (same formula, charge and spin)	4.953	eV
E	-8171.73202	eV
orbital gap (spin up / spin down)	9.14 / 7.42	eV
E_LUMO (spin up / spin down)	0.343 / -0.635	eV
net charge	0

Atoms and positions in Å:
C  -0.77  0.93  -0.44
N  1.54  -0.84  -0.65
N  -0.20  -0.34  -0.13
O  -0.25  -0.70  1.19
O  1.96  -1.47  0.25
H  -0.18  1.42  -1.20
H  -1.78  0.75  -0.83
H  -0.85  1.54  0.47
H  0.53  -1.29  1.34

---

10.
ORCA calculation (ωB97M-V with the def2-TZVPD basis set) on a single CH4N2O2 molecule.

structure (SMILES)	[H]/N=N\OCO
2S+1	1
energy relative to the best compared isomer or geometry (same formula, charge and spin)	2.631	eV
E	-8174.05491	eV
orbital gap	11.25	eV
E_LUMO	0.991	eV
net charge	0

Atoms and positions in Å:
C  -0.94  0.05  -0.13
N  2.48  -0.53  -0.05
N  1.30  -0.71  -0.11
O  -1.25  -1.30  -0.06
O  0.44  0.38  -0.21
H  -0.49  -1.77  0.31
H  -1.41  0.47  -1.02
H  -1.32  0.59  0.76
H  2.85  0.43  -0.07

---

11.
ORCA calculation (ωB97M-V with the def2-TZVPD basis set) on a single CH4N2O2 molecule.

2S+1	3
energy relative to the best compared isomer or geometry (same formula, charge and spin)	5.330	eV
E	-8167.48824	eV
orbital gap (spin up / spin down)	5.55 / 6.36	eV
E_LUMO (spin up / spin down)	0.760 / -3.688	eV
net charge	0

Atoms and positions in Å:
C  0.24  1.10  0.44
N  0.28  -1.28  -0.89
N  -0.94  0.37  0.25
O  1.12  1.17  -0.34
O  -0.86  -0.54  -0.80
H  -0.01  1.53  1.44
H  1.09  -0.74  -1.47
H  0.55  -1.50  0.07
H  -1.46  -0.12  1.30

---

12.
ORCA calculation (ωB97M-V with the def2-TZVPD basis set) on a single CH4N2O2S molecule.

structure (SMILES)	N[C@@H](S)ON=O
2S+1	1
energy relative to the best compared isomer or geometry (same formula, charge and spin)	3.334	eV
E	-19008.59017	eV
orbital gap	9.75	eV
E_LUMO	0.181	eV
net charge	0

Atoms and positions in Å:
C  0.44  0.04  -0.43
N  -1.75  -0.09  0.37
N  0.74  1.13  0.40
O  -2.90  -0.13  0.17
O  -0.99  0.05  -0.80
S  1.08  -1.72  0.26
H  0.92  0.12  -1.53
H  1.53  1.70  -0.04
H  1.11  0.99  1.32
H  -0.19  -2.11  0.28